A structure of composition C17H23N3. Source: OMol25; level of theory: wB97M-V/def2-TZVPD.

Geometry (Å):
N1 1.42024 0.10076 -0.89481
H1 0.71387 -1.87472 -1.24866
H2 -1.74263 0.28713 2.21203
H3 0.38101 1.63188 -0.26265
H4 -4.62116 0.49062 -0.39713
H5 -4.75529 -1.23962 -0.48845
C1 -4.02665 -0.43429 -0.35322
C2 2.45053 2.37409 -1.04899
H6 -1.06833 0.42172 -1.97890
H7 1.60854 2.67241 -0.38630
N2 -1.29006 0.31524 0.07697
H8 -4.13414 -0.44759 1.82136
C3 -1.89505 0.52763 -1.26713
C4 1.39650 -1.05425 -1.56131
C5 2.69294 -1.88234 -3.65141
H9 -2.67131 1.49450 1.28883
H10 2.87294 1.42739 3.74664
H11 1.75223 -0.30147 5.15672
C6 1.81084 0.87427 1.94673
C7 2.26315 0.96855 -1.52199
H12 2.45045 3.03955 -1.92147
C8 -3.05906 -0.40678 -1.54551
H13 -0.32724 -1.81557 1.63592
C9 1.46952 -0.20061 4.11138
H14 -2.94649 -1.58028 1.15738
H15 -2.22910 1.57834 -1.32590
H16 1.96515 -2.70451 -3.68498
C10 -2.24835 0.47520 1.22977
C11 -3.37543 -0.55685 1.04387
C12 0.73088 0.11803 1.43678
H17 -3.55044 -0.04298 -2.44402
H18 2.72445 -1.39909 -4.62481
H19 2.27033 1.65933 1.33027
C13 0.05328 0.66392 0.24519
H20 3.40328 2.50204 -0.51413
C14 0.32480 -1.07387 2.14784
H21 0.18135 -1.95246 4.12453
C15 0.63486 -1.14783 3.50764
H22 -2.66474 -1.40723 -1.79411
N3 2.86145 0.36114 -2.54375
C16 2.15687 0.75697 3.30383
C17 2.34386 -0.91477 -2.62674
H23 3.67217 -2.30359 -3.43730

As for the spin multiplicity: 1. For the molar mass, the calculation gives 269.39 u. For the energy above the lowest of the compared OMol25 structures with the same formula, charge and spin, the calculation gives 7.89 kcal/mol. The calculation puts the HOMO energy at -0.271 Ha. As for the gap between HOMO and LUMO: 7.771 eV.

A cluster of 10 separate species, C11H42N2O10 in total. Source: OMol25; level of theory: wB97M-V/def2-TZVPD.

Geometry (Å):
N1 18.51400 -16.96600 -20.17900
H1 22.05300 -13.08100 -21.21100
O1 19.12200 -12.57000 -22.18600
H2 18.59400 -17.91200 -20.55700
H3 18.73800 -11.74900 -21.92600
H4 14.87200 -19.33800 -20.85300
H5 20.78700 -13.48600 -20.13100
C1 19.09900 -12.50700 -23.57300
O2 16.73400 -19.23800 -20.04800
H6 18.18900 -14.60400 -19.69300
C2 20.20900 -15.65200 -17.34200
H7 16.90600 -16.65600 -17.27500
C3 16.98900 -16.34000 -24.22900
H8 15.17600 -15.58100 -17.93400
O3 16.61700 -15.84800 -22.94600
H9 22.13300 -15.08800 -19.29200
O4 19.48500 -16.41400 -22.20200
H10 20.09600 -14.55300 -17.32500
H11 14.23500 -15.82200 -20.16400
H12 16.49600 -18.36300 -19.69400
H13 14.55000 -17.18000 -18.21500
C4 15.41500 -12.88100 -20.27900
H14 18.90300 -12.49100 -17.81300
O5 22.55100 -14.30500 -19.69000
H15 17.99300 -16.84500 -19.33200
O6 20.96900 -18.55500 -17.49100
H16 19.98400 -12.12500 -23.98500
H17 16.04700 -20.48800 -21.54500
H18 18.34500 -11.75700 -23.83100
H19 21.05500 -17.64600 -17.63600
H20 18.36400 -12.63800 -19.51200
H21 14.41200 -13.15100 -20.66100
H22 15.54500 -11.81300 -20.33600
O7 16.61700 -17.03600 -18.11100
H23 18.86000 -13.44000 -24.11000
H24 16.95600 -13.98100 -21.03500
H25 16.17700 -18.76900 -21.93800
C5 19.64000 -18.97400 -17.65900
H26 18.82900 -14.12700 -21.29400
H27 17.32200 -12.22200 -18.13500
H28 16.01200 -15.53200 -20.34200
O8 17.80000 -14.18300 -18.18100
H29 19.55000 -19.54800 -18.58500
H30 16.13800 -16.39400 -24.94700
H31 19.42300 -19.64300 -16.83600
H32 17.25500 -16.10700 -22.30800
C6 18.14800 -12.85700 -18.47800
H33 15.58700 -13.26000 -19.35800
O9 16.27800 -13.37400 -21.37100
H34 15.23400 -17.08300 -20.48000
C7 21.64800 -13.93500 -20.65000
C8 15.92100 -19.45700 -21.16700
H35 17.52100 -17.28200 -24.10300
H36 18.94500 -18.12200 -17.67100
N2 18.58300 -14.87400 -20.65300
C9 18.92000 -16.06700 -21.00000
H37 17.79900 -15.73200 -24.63700
C10 15.19900 -16.15900 -19.94600
C11 15.35400 -16.51900 -18.51200
O10 20.70000 -16.00200 -18.57900
H38 20.85900 -16.09500 -16.58200
H39 17.16500 -14.08400 -17.40800
H40 21.49600 -14.67200 -21.44000
H41 20.00000 -16.16000 -19.22600
H42 19.23000 -16.16000 -17.17500

As for the spin multiplicity: 1. For the molar mass, the calculation gives 362.46 u. For the energy above the lowest of the compared OMol25 structures with the same formula, charge and spin, the calculation gives 16.80 kcal/mol. The calculation puts the HOMO energy at -0.342 Ha. As for the gap between HOMO and LUMO: 8.766 eV.

A cluster of 5 separate species, C16H38BrI2N8O9PS2 in total. Source: OMol25; level of theory: wB97M-V/def2-TZVPD.

Geometry (Å):
S1 3.17627 -0.75837 1.21347
C1 -0.09544 -0.46192 -0.80400
O1 3.55467 -0.00334 5.42236
O2 -2.35359 2.04883 3.26026
H1 -1.06550 -3.56420 7.21520
O3 -1.37768 -0.39722 -4.35014
C2 4.53627 -0.23203 0.03802
H2 4.07012 0.48482 -0.76853
H3 2.45829 -2.24244 -0.79738
S2 -2.11441 -0.29370 -2.97490
H4 -2.99993 2.63660 -1.19347
Br1 1.21446 -0.00426 -2.23658
H5 -0.45153 -1.89054 3.62088
H6 6.71961 -0.15669 0.91748
H7 -4.95322 -0.74188 -4.78466
O4 0.48798 -0.78006 1.67967
H8 0.47684 1.63365 -5.46427
H9 -2.36412 4.34380 -0.50812
N1 -5.96433 -1.31096 -6.99380
H10 1.68310 -1.60933 5.30136
O5 0.53332 1.97869 3.57375
I1 1.83803 2.68153 0.40571
C3 -0.72450 2.96648 -1.39082
H11 4.97520 -1.23704 -0.43332
H12 0.50216 2.90975 3.20338
H13 4.46059 -2.40788 7.28004
H14 2.11448 -2.98261 0.90065
N2 -5.89026 -1.10567 -4.74105
N3 2.44821 -1.90912 5.89147
H15 -0.75416 -1.85668 7.11009
H16 0.11564 -3.38456 1.68640
C4 -0.78456 -2.92237 5.32281
O6 -3.52292 -0.96423 -3.21930
H17 -1.86934 0.71148 -0.12636
C5 -0.28222 -2.86528 0.70854
N4 1.30850 2.14894 -5.72182
P1 -0.91329 1.07172 3.23500
C6 -2.27654 3.54436 -1.36401
H18 -2.53344 4.02991 -2.41599
H19 -0.40167 -0.89570 5.04619
C7 -6.60430 -1.47007 -5.82130
H20 3.21740 3.65142 -6.29206
C8 3.50013 -1.07764 5.99982
C9 0.51143 -1.46231 0.34283
H21 2.39072 5.13197 -5.90712
O7 -0.93018 -4.01156 4.79083
H22 -0.26660 -3.57184 -0.24276
H23 2.11839 1.64270 -6.03781
O8 -7.74078 -1.90936 -5.74381
N5 -0.52473 -1.80142 4.62597
H24 -6.46654 -1.57344 -7.83190
N6 -0.87101 -2.74562 6.65356
I2 0.62247 4.66683 -1.74246
H25 -2.42695 1.05733 -2.62017
H26 -5.02872 -0.95090 -7.07770
H27 5.93995 1.55730 0.51531
H28 2.38512 -2.79757 6.35917
H29 -1.79588 -0.62635 1.71368
H30 -0.82241 -2.23592 -2.09532
C10 -0.27977 2.25667 0.03347
C11 1.25572 3.48900 -5.61651
H31 -2.19999 -1.57174 -0.84768
C12 -0.71546 0.68728 0.18012
O9 0.26098 4.08217 -5.23024
N7 4.48720 -1.52616 6.79614
H32 -1.42037 -2.61450 0.90040
H33 5.35822 0.58113 2.06493
C13 2.06810 -1.96872 0.27168
C14 -1.31595 -1.27236 -1.59210
H34 5.29765 -0.93062 6.90499
H35 -2.45633 2.60632 2.43363
N8 2.38812 4.12242 -5.97155
H36 -0.64017 2.26998 -2.32650
H37 -6.33518 -1.20936 -3.83847
H38 -0.88314 2.84898 0.87688
C15 -0.77074 -0.01600 1.67555
C16 5.71252 0.47950 0.95230

As for the spin multiplicity: 1. For the molar mass, the calculation gives 915.35 u. The calculation puts the HOMO energy at -0.293 Ha. As for the gap between HOMO and LUMO: 7.485 eV.